Computed, not measured: one molecule with the formula C13H27BBrClN2O10S2 in a non-equilibrium geometry, with ωB97M-V with the def2-TZVPD basis set.

```
57
Properties=species:S:1:pos:R:3:mulliken_charge:R:1
Br 0.71785 -1.60535 -2.80936 -0.119
Cl -1.12791 1.17590 -3.91423 -0.050
S 0.03516 -5.15865 0.41348 -0.262
S 1.73984 1.78377 -3.40316 1.290
O 0.48381 3.60911 -1.08754 -0.189
O 2.68349 -2.22233 -0.19527 -0.563
O -1.66083 -0.91236 -1.58180 -0.408
O 2.16285 3.22437 -3.52762 -0.687
O -0.23174 -2.58570 -0.16187 -0.162
O 2.81688 0.97170 -2.76055 -0.546
O 0.38085 -1.44077 3.43129 -0.577
O -0.10486 3.44786 0.14152 -0.347
O -1.30469 -3.37612 1.84153 -0.498
O 0.01550 0.84257 -1.38993 0.664
N 2.54631 0.24960 0.14700 -0.432
N 1.52962 0.52574 2.96275 0.210
C 1.61142 1.15330 -5.16628 -0.979
C -0.29262 -0.52918 -1.43108 -1.005
C 0.04045 1.58881 -2.58433 -0.046
C -3.90173 -0.76024 -0.58495 -0.496
C 0.19180 -1.21681 -0.01449 0.209
C -0.37116 -0.44599 1.26891 0.687
C -4.11355 -0.62530 1.00058 -0.696
C -0.11049 -3.37116 1.00994 0.076
C -2.61099 0.06758 -1.12848 0.324
C 0.51873 -0.51682 2.58155 -0.353
C 0.69943 1.51391 3.75949 -0.846
C -0.34881 3.11058 -2.14598 -0.847
C 2.48696 -0.09531 3.95076 -0.854
B 1.83978 -1.03890 -0.03499 0.706
H 0.07947 2.18961 3.08439 0.123
H -3.02299 0.75146 -1.94995 0.256
H 1.86103 0.96704 0.44905 0.178
H 3.39606 0.60012 4.08351 0.315
H 2.90533 -1.08386 3.57415 0.294
H -3.42059 0.16525 1.46877 0.150
H -5.19387 -0.48263 1.31862 0.324
H -0.03221 0.99268 4.46772 0.347
H 0.81263 -3.20266 1.64239 0.187
H -1.62848 -4.29260 1.94305 0.330
H -3.76375 -1.85291 -0.88770 0.230
H -0.55372 0.67456 1.06894 0.107
H 2.66270 1.31091 -5.60696 0.371
H 1.28174 -5.17746 -0.20124 0.139
H 1.43052 0.02967 -5.20243 0.267
H 0.90039 1.76570 -5.80080 0.342
H 3.44691 -2.02349 0.39593 0.281
H -1.44214 3.14333 -1.78439 0.420
H -3.77499 -1.62356 1.45883 0.138
H 2.02927 -0.19592 4.99343 0.306
H -4.84159 -0.38927 -1.12063 0.361
H -1.40741 -0.85241 1.56090 0.054
H 3.21940 0.20217 0.92881 0.310
H -0.07111 4.35416 0.53800 0.286
H -0.33284 3.76517 -3.08718 0.417
H 1.41458 2.16252 4.35696 0.373
H -2.27570 0.73859 -0.27909 -0.114
```

Properties
LUMO level	0.26	eV
frontier orbital gap	9.442	eV
SMILES string	CCCO[C@@](Br)(O[C@@](Cl)(COO)S(C)(=O)=O)[C@@](CC(=O)N(C)C)(O[C@@H](O)S)B(N)O
E	-142278.9791	eV

***

Computed, not measured: Hf2Li2O20S5 as an isolated structure in a non-equilibrium geometry, with ωB97M-V with the def2-TZVPD basis set.

```
29
Properties=species:S:1:pos:R:3:mulliken_charge:R:1
Hf 5.51929 9.25612 7.41098 1.229
Hf 11.39259 9.00433 3.24100 0.744
S 9.19630 2.56338 13.28331 0.124
S 8.37849 11.66062 14.83188 0.014
S 2.44108 7.71115 2.69952 0.022
S 5.38320 2.22507 13.89220 -0.030
S 4.16359 5.18512 12.16913 0.261
O 2.53374 7.19200 9.31806 -0.009
O 3.15638 4.69872 5.45514 -0.132
O 10.95993 5.37100 3.76124 -0.176
O 8.61197 6.58092 10.36039 -0.014
O 6.56878 6.76933 2.97901 -0.416
O 13.37013 5.54937 13.58220 0.002
O 5.66063 6.59325 11.50587 -0.236
O 6.33563 4.21596 8.15136 -0.219
O 12.05185 10.42930 13.65480 -0.007
O 10.98336 7.30288 14.72408 -0.004
O 10.75245 10.48096 10.55316 -0.005
O 12.43789 12.07255 3.07646 -0.557
O 12.03769 6.84000 12.30194 -0.003
O 5.43963 7.29156 8.81817 -0.407
O 5.04710 10.12898 12.61775 -0.003
O 4.75857 3.25685 5.73771 -0.027
O 8.70591 5.31888 13.11044 -0.126
O 6.43025 6.23199 7.17456 -0.370
O 3.76223 10.59814 7.31784 -0.816
O 9.54753 1.93357 4.27068 0.000
Li 5.62586 7.58306 4.46896 0.640
Li 7.29818 11.67016 6.21296 0.519
```

Properties
LUMO level	-5.84	eV
frontier orbital gap	2.792	eV
E	-98001.8920	eV

***

Computed, not measured: a 10-piece molecular cluster, H20O10 overall in a non-equilibrium geometry, with ωB97M-V with the def2-TZVPD basis set.

```
30
Properties=species:S:1:pos:R:3:mulliken_charge:R:1
O -3.08749 2.09985 0.89296 -0.695
O -1.26576 -1.24784 -3.19002 -0.639
O 1.03538 -2.19523 2.07304 -0.483
O 1.60341 2.66645 0.62973 -0.548
O 1.32877 -2.60528 -1.44315 -0.529
O -0.98678 2.85472 -1.54437 -0.614
O -1.37315 0.26853 2.06580 -0.707
O 0.21313 -0.00473 -0.11114 -0.566
O 2.50550 0.28500 0.97762 -0.789
O -1.26147 -2.35046 -0.12365 -0.659
H -1.91564 1.06433 1.92435 0.363
H -1.16650 -1.09479 -2.26871 0.357
H 2.91029 -0.11930 0.17431 0.351
H 1.06512 0.04432 0.36576 0.470
H -2.00084 -1.82869 -3.30887 0.290
H 2.11737 1.91332 0.45995 0.348
H -1.92981 -1.88401 0.32564 0.337
H -0.95434 3.71118 -1.01145 0.322
H -0.15969 2.88854 -2.07717 0.294
H -0.10431 0.89281 -0.28403 0.225
H 1.85783 3.41367 0.11252 0.293
H 1.97276 -2.20783 1.93046 0.251
H -0.42754 -1.86335 0.03935 0.263
H -2.77384 1.82707 0.04122 0.317
H 1.84539 -1.86420 -1.15088 0.193
H 0.71637 -2.97725 2.46651 0.264
H 2.85393 -0.32905 1.62929 0.266
H -3.92619 1.59304 0.97414 0.333
H -0.68896 0.13051 1.40152 0.403
H 1.99706 -3.08131 -1.97072 0.289
```

Properties
LUMO level	-0.48	eV
frontier orbital gap	9.393	eV
SMILES string	O.O.O.O.O.O.O.O.O.O
energy relative to the best compared isomer or geometry (same formula, charge and spin)	3.765	eV
E	-20798.8476	eV